(1)
This record from OMol25 describes a cluster of 9 separate species, C5H27NO9 in total in a non-equilibrium geometry. The level of theory is ωB97M-V/def2-TZVPD.

Positions of all 42 atoms, in Å:
H: -0.48575 -1.29891 -0.26995
H: 0.66992 4.46346 0.45347
C: -1.81369 0.48241 0.94395
H: 3.85000 2.17259 0.67618
H: -2.40002 0.02558 -1.61493
H: -0.72205 0.53250 3.92449
H: -3.57668 -1.03818 -1.52597
H: -1.71215 -2.54163 -2.17077
H: -1.53646 -0.37063 1.49586
H: 1.93146 -2.36723 0.76711
O: -1.89753 -3.12709 -1.40874
O: -0.82965 -2.98059 1.32640
H: 2.00365 -0.63110 -0.50719
C: 1.26306 0.04386 -0.04068
C: -1.13417 0.74417 -0.18239
O: -0.97189 1.42271 3.64433
H: -1.51234 -2.58881 -0.65086
H: 1.35227 1.28385 -3.77993
H: -1.98525 2.51763 -0.79037
H: -1.05553 -3.77914 0.83501
C: -0.14809 -0.30966 -0.67824
H: 1.48874 1.08114 -0.27076
H: 0.53359 -0.33626 1.99221
O: 1.71002 -1.89744 1.62830
H: 0.23296 -2.64348 -0.50142
O: 1.20289 3.74836 0.04182
H: 0.49330 3.33585 -0.44635
O: 3.06572 2.07196 1.23543
H: -1.93119 1.35049 3.64436
H: 2.51885 2.84622 1.34468
H: 2.10202 2.40179 -3.06436
H: 0.09648 -2.99971 1.64280
O: -2.98815 -0.56285 -2.09524
C: 1.43239 -0.52107 1.37040
H: 2.31949 -0.13743 1.85751
O: 1.32372 1.84121 -3.00230
O: 1.02182 -2.82081 -0.98914
N: -1.34822 1.78964 -1.04174
H: -0.12196 -0.52673 -1.76057
H: -1.25132 1.82787 -2.06666
H: -2.58623 1.14683 1.27434
H: 1.39597 -3.65132 -1.24011

HOMO-LUMO gap in eV: 8.489
LUMO in eV: 0.29
SMILES string: C=C(N)CCCO.O.O.O.O.O.O.O.O
Energy above the lowest of the compared OMol25 structures with the same formula, charge and spin in kJ/mol: 410.76
HOMO level in eV: -8.194
Total energy in a.u.: -938.5203
Molecular weight in g/mol: 245.27
Strongest force on any atom in eV Å⁻¹: 3.5

Löwdin population analysis, charges in e, atoms 1 to 4:
1 H 0.050
2 H 0.070
3 C 0.039
4 H 0.055

***

(2)
This record from OMol25 describes the molecule C5H8N2. The level of theory is ωB97M-V/def2-TZVPD.

Positions of all 15 atoms, in Å:
C: -1.00697 -1.66190 -0.54690
N: 0.46894 -0.85310 1.35515
C: 1.86248 2.24777 0.00042
H: -2.85267 -0.63765 -0.07211
H: 1.34546 3.20834 0.08149
C: -0.27771 -1.21792 0.43997
H: -2.77559 -1.29036 -1.71888
C: 1.22699 0.32862 1.12654
H: -3.01436 -2.38120 -0.34670
H: -0.47410 -2.23646 -1.30081
H: 2.73101 2.24289 0.67721
H: 2.10670 0.39699 1.77723
H: 2.22307 2.15846 -1.03054
N: 0.93194 1.17003 0.23553
C: -2.49520 -1.47450 -0.67759

HOMO-LUMO gap in eV: 9.518
LUMO in eV: 0.69
SMILES string: CC=C=N/C=N/C
Energy above the lowest of the compared OMol25 structures with the same formula, charge and spin in kJ/mol: 209.67
HOMO level in eV: -8.824
Total energy in a.u.: -304.7556
Molecular weight in g/mol: 96.13
Strongest force on any atom in eV Å⁻¹: 0.6

Löwdin population analysis, charges in e, atoms 1 to 4:
1 C -0.144
2 N 0.098
3 C -0.144
4 H 0.076

***

(3)
This record from OMol25 describes the molecule ClH3NPS in a non-equilibrium geometry. The level of theory is ωB97M-V/def2-TZVPD.

Positions of all 7 atoms, in Å:
H: -1.03709 -0.18006 -2.03706
Cl: 0.37532 -1.99350 -2.65793
N: -0.32691 -0.33160 0.19775
H: 0.80591 2.02211 -0.14512
S: 0.07576 -0.19245 -1.39601
P: -0.49146 1.79104 0.05465
H: 0.33267 -0.83006 0.71285

HOMO-LUMO gap in eV: 7.649
LUMO in eV: -0.76
SMILES string: Cl[S@H]1#[PH]N1
Energy above the lowest of the compared OMol25 structures with the same formula, charge and spin in kJ/mol: 437.33
HOMO level in eV: -8.405
Total energy in a.u.: -1256.1489
Molecular weight in g/mol: 115.52
Strongest force on any atom in eV Å⁻¹: 4.0

Löwdin population analysis, charges in e, atoms 1 to 4:
1 H -0.117
2 Cl -0.058
3 N -0.570
4 H -0.285